1.
Computed, not measured: a 2-piece molecular cluster, C2H2O2S2 overall at a distorted geometry, with ωB97M-V with the def2-TZVPD basis set.

HOMO energy   -9.4 eV
Kohn-Sham gap   9.14 eV
Strongest force on any atom   0.061 Eh/bohr
Charge   0

Structure (XYZ):
```
8
Properties=species:S:1:pos:R:3:forces:R:3:lowdin_charge:R:1
C -0.12068 -1.53914 -1.75203 0.87 -1.89 0.07 -0.310
C -2.58156 -0.22113 0.06959 1.11 -1.12 -0.84 -0.851
O 0.12118 -2.03942 0.67742 0.67 0.62 0.41 -0.554
O -1.47971 0.13381 0.07703 -1.59 1.72 1.04 -0.048
S 0.57178 -1.06881 -0.34127 -1.03 -2.31 -1.85 0.888
S -3.87590 -1.03828 -0.19028 -0.71 0.28 0.30 0.802
H -0.58331 -2.58562 -1.89092 0.43 1.84 0.94 0.072
H 0.12315 -1.13577 -2.71480 0.24 0.87 -0.07 0.001
```
Forces are in eV/Å.

=====

2.
Computed, not measured: an isolated molecule of C2H2O2S2 at a distorted geometry, with ωB97M-V with the def2-TZVPD basis set.

HOMO energy (spin up / spin down)   -9.3 / -9.3 eV
Kohn-Sham gap (spin up / spin down)   7.40 / 7.40 eV
Strongest force on any atom   0.076 Eh/bohr
Charge   0

Structure (XYZ):
```
8
Properties=species:S:1:pos:R:3:forces:R:3:lowdin_charge:R:1
C -0.13449 -0.42368 0.37915 -0.34 -1.50 0.47 -0.381
C -0.13014 0.53148 -0.70436 1.89 1.25 0.46 -0.948
O -0.69165 -1.78141 2.37200 -0.30 -1.02 1.30 -0.546
O 1.13280 0.44843 -1.28547 -0.70 -0.04 0.06 -0.055
S -1.14529 1.77193 -0.91522 -0.43 0.00 -0.44 0.717
S -1.33816 -0.82020 1.50691 2.56 1.21 -2.69 0.979
H 0.86269 -0.97972 0.39661 -1.70 0.46 0.62 0.119
H 1.44424 1.25316 -1.74962 -0.98 -0.37 0.23 0.116
```
Forces are in eV/Å.

=====

3.
Computed, not measured: a 2-piece molecular cluster, C2H2O3 overall at a distorted geometry, with ωB97M-V with the def2-TZVPD basis set.

HOMO energy   -9.4 eV
Kohn-Sham gap   9.47 eV
Strongest force on any atom   0.099 Eh/bohr
Charge   0

Structure (XYZ):
```
7
Properties=species:S:1:pos:R:3:forces:R:3:lowdin_charge:R:1
C -0.19310 -0.84369 -1.60074 4.62 2.15 0.22 -0.039
C 1.07161 0.26217 -0.40620 -2.04 -0.91 0.05 -0.382
O 0.23159 -1.33573 -2.57909 -0.33 -0.19 0.81 0.101
O 2.11059 0.71393 -0.72049 0.51 -0.16 -0.40 0.104
O 0.41457 0.50883 0.77040 -1.46 -1.27 -0.98 0.034
H -1.15389 -0.55353 -1.34712 -2.38 0.02 0.78 0.072
H 0.76503 0.93842 1.55644 1.09 0.36 -0.47 0.110
```
Forces are in eV/Å.

=====

4.
Computed, not measured: an isolated molecule of C2H2O3 at a distorted geometry, with ωB97M-V with the def2-TZVPD basis set.

HOMO energy   -10.0 eV
Kohn-Sham gap   9.35 eV
Strongest force on any atom   0.187 Eh/bohr
SMILES string   O=CC(=O)O
Charge   0

Structure (XYZ):
```
7
Properties=species:S:1:pos:R:3:forces:R:3:lowdin_charge:R:1
O 0.95101 -1.05584 -0.57565 1.47 0.44 4.79 -0.020
C 0.80258 -0.41882 0.51936 -3.56 0.12 -8.91 0.026
C -0.43706 0.62953 0.09878 0.72 0.29 5.81 -0.475
O -0.74688 1.47371 0.94798 0.47 -1.26 -2.54 0.064
O -1.14643 0.28555 -0.93094 0.64 -1.48 -2.34 0.108
H 1.29524 -0.43562 1.45106 0.84 -0.25 1.07 0.109
H -0.71846 -0.47851 -1.51059 -0.58 2.13 2.12 0.189
```
Forces are in eV/Å.

=====

5.
Computed, not measured: an isolated molecule of C2H2O3 at a distorted geometry, with ωB97M-V with the def2-TZVPD basis set.

HOMO energy (spin up / spin down)   -9.7 / -9.0 eV
Kohn-Sham gap (spin up / spin down)   9.49 / 8.16 eV
Strongest force on any atom   0.079 Eh/bohr
Charge   0

Structure (XYZ):
```
7
Properties=species:S:1:pos:R:3:forces:R:3:lowdin_charge:R:1
C -0.11227 -0.22791 -0.03057 0.34 -4.02 -0.52 0.074
C -0.06561 -2.14809 -1.62461 1.46 -0.15 2.11 -0.315
O -0.50322 -1.00812 -1.03745 -1.84 0.61 -1.46 -0.012
O -0.76392 -3.28445 -1.72229 -1.11 0.31 -0.37 0.092
O 0.35152 -3.16856 -0.75583 0.56 0.40 -0.35 0.057
H 0.60781 -0.67800 0.57120 1.04 -0.60 1.36 0.064
H -0.06684 0.76032 -0.18856 -0.45 3.46 -0.76 0.039
```
Forces are in eV/Å.

=====

6.
Computed, not measured: an isolated molecule of C2H2O3 at a distorted geometry, with ωB97M-V with the def2-TZVPD basis set.

HOMO energy   -10.6 eV
Kohn-Sham gap   10.65 eV
Strongest force on any atom   0.079 Eh/bohr
SMILES string   O=CC1OO1
Charge   0

Structure (XYZ):
```
7
Properties=species:S:1:pos:R:3:forces:R:3:lowdin_charge:R:1
O -0.31310 0.62048 1.79278 -0.68 -0.84 -1.33 0.063
C -0.54353 -0.08787 0.83208 2.24 0.99 -0.09 -0.120
C 0.21858 0.27624 -0.54398 -0.86 -2.76 2.87 -0.276
O 1.33987 -0.48272 -0.88245 1.39 0.22 1.55 0.043
O 0.12027 -0.62633 -1.57030 -2.00 0.56 -1.58 0.037
H -1.12174 -1.01185 0.88713 -0.30 -0.18 -0.08 0.125
H 0.29965 1.31205 -0.51526 0.20 2.00 -1.33 0.128
```
Forces are in eV/Å.

=====

7.
Computed, not measured: an isolated molecule of C2H2O3 at a distorted geometry, with ωB97M-V with the def2-TZVPD basis set.

HOMO energy   -10.7 eV
Kohn-Sham gap   11.24 eV
Strongest force on any atom   0.088 Eh/bohr
SMILES string   O=C1O[C@H]1O
Charge   0

Structure (XYZ):
```
7
Properties=species:S:1:pos:R:3:forces:R:3:lowdin_charge:R:1
O 1.32021 -1.46393 0.92404 1.37 -0.61 -0.01 0.186
C 0.77629 -0.51677 0.50350 -0.95 -0.19 0.44 -0.497
O 0.88238 0.80686 0.35068 -0.07 -0.25 0.23 0.138
C -0.45721 0.10228 0.18436 -3.32 2.30 -2.04 -0.104
O -1.00880 0.28942 -1.19892 1.16 -0.56 3.37 -0.012
H -1.27500 0.36039 1.00553 1.85 -0.55 -2.06 0.199
H -0.23788 0.42174 -1.76919 -0.04 -0.13 0.07 0.090
```
Forces are in eV/Å.

=====

8.
Computed, not measured: a 2-piece molecular cluster, C2H2O3S overall at a distorted geometry, with ωB97M-V with the def2-TZVPD basis set.

HOMO energy   -10.2 eV
Kohn-Sham gap   9.27 eV
Strongest force on any atom   0.076 Eh/bohr
Charge   0

Structure (XYZ):
```
8
Properties=species:S:1:pos:R:3:forces:R:3:lowdin_charge:R:1
C -1.64006 -0.37311 -0.74908 0.63 -0.17 -1.27 -0.005
C -0.38981 0.14889 -0.09446 3.38 -0.69 -1.79 -0.190
O 0.34413 0.34791 -3.35881 -0.25 0.45 -0.09 -0.437
O -0.53161 -1.91990 -3.35887 -0.73 1.73 -0.48 -0.447
O -1.44512 -0.57652 0.47434 -1.22 -0.60 2.41 0.022
S -0.78350 -0.50084 -3.60130 0.97 -2.22 0.52 0.848
H 0.68527 -0.30458 -0.11397 -2.45 0.26 -0.16 0.142
H -0.34737 1.19749 -0.03297 -0.34 1.23 0.86 0.067
```
Forces are in eV/Å.

=====

9.
Computed, not measured: an isolated molecule of C2H2O3S at a distorted geometry, with ωB97M-V with the def2-TZVPD basis set.

HOMO energy   -10.5 eV
Kohn-Sham gap   9.15 eV
Strongest force on any atom   0.168 Eh/bohr
SMILES string   O=C(O)C(=O)S
Charge   0

Structure (XYZ):
```
8
Properties=species:S:1:pos:R:3:forces:R:3:lowdin_charge:R:1
O 0.65183 -1.81565 0.38349 1.33 5.62 -1.27 0.028
C 0.78820 -0.56348 0.09166 1.75 -5.60 0.48 -0.508
O 1.91207 0.02036 -0.26064 0.96 -1.30 0.36 0.177
C -0.39481 0.21925 0.03005 -3.92 7.16 2.78 -0.700
O -0.55800 1.50374 0.35207 2.11 -5.69 -1.99 -0.071
S -1.76507 -0.75131 -0.12628 -1.88 0.74 -0.33 0.967
H 1.88960 0.96298 -0.44232 -0.72 0.39 0.15 0.135
H -2.52382 0.42412 -0.02802 0.37 -1.30 -0.19 -0.029
```
Forces are in eV/Å.

=====

10.
Computed, not measured: an isolated molecule of C2H2O3S at a distorted geometry, with ωB97M-V with the def2-TZVPD basis set.

HOMO energy (spin up / spin down)   -9.6 / -9.9 eV
Kohn-Sham gap (spin up / spin down)   6.57 / 7.35 eV
Strongest force on any atom   0.050 Eh/bohr
Charge   0

Structure (XYZ):
```
8
Properties=species:S:1:pos:R:3:forces:R:3:lowdin_charge:R:1
C 0.75090 0.57121 -0.12002 -0.66 1.67 0.34 -0.423
C 0.20705 -0.59897 0.11337 1.86 1.41 0.57 0.279
O 4.32678 0.21441 0.57067 -0.59 0.55 -0.01 -0.360
O 3.47650 -0.60558 -1.56084 -0.30 0.48 -0.24 -0.374
O 1.89489 1.11045 -0.23836 -0.43 1.08 -0.19 -0.173
S 3.20260 -0.24286 -0.19849 0.58 -2.49 0.39 0.811
H -0.08237 1.38634 0.03380 0.84 -1.44 -0.24 0.204
H -0.59726 -1.11270 -0.28072 -1.31 -1.27 -0.63 0.036
```
Forces are in eV/Å.

=====

11.
Computed, not measured: a 2-piece molecular cluster, C2H2O3S overall at a distorted geometry, with ωB97M-V with the def2-TZVPD basis set.

HOMO energy (spin up / spin down)   -11.4 / -11.0 eV
Kohn-Sham gap (spin up / spin down)   8.00 / 8.58 eV
Strongest force on any atom   0.122 Eh/bohr
Charge   0

Structure (XYZ):
```
8
Properties=species:S:1:pos:R:3:forces:R:3:lowdin_charge:R:1
C -1.25989 0.77047 0.29245 3.67 0.37 1.67 0.031
C -2.27211 0.69626 -0.29873 -5.73 -1.64 -2.00 -0.069
O 2.33291 0.62547 -0.91976 0.09 -1.13 0.65 -0.314
O 1.28153 -1.60025 0.05042 0.60 2.00 -0.17 -0.230
O 0.95759 0.59291 1.11875 -0.24 0.13 0.56 -0.380
S 1.96896 -0.07078 0.30524 -1.12 -0.47 -1.16 0.842
H 0.32704 -1.36001 0.03895 0.18 -0.37 0.05 0.051
H -3.33603 0.34593 -0.58732 2.56 1.12 0.40 0.069
```
Forces are in eV/Å.

=====

12.
Computed, not measured: C2H2O4Pd as an isolated structure at a distorted geometry, with ωB97M-V with the def2-TZVPD basis set.

HOMO energy (spin up / spin down)   -1.0 / -4.4 eV
Kohn-Sham gap (spin up / spin down)   4.58 / 7.38 eV
Strongest force on any atom   0.201 Eh/bohr
Spin multiplicity   4
Charge   -1

Structure (XYZ):
```
9
Properties=species:S:1:pos:R:3:forces:R:3:lowdin_charge:R:1
O -0.75767 1.36823 1.22440 -0.85 2.17 1.13 -0.153
C -1.31922 0.60487 0.34787 2.13 -6.60 1.95 -0.891
O -1.42996 -0.64378 0.62707 -2.84 2.41 -0.26 -0.092
O -0.99354 0.90501 -0.88044 -8.37 -0.86 -4.12 -0.280
C 0.90276 -0.99380 -0.21097 -1.25 -4.64 -0.06 -0.280
O 1.53965 0.07799 -0.30469 7.91 -1.17 0.19 -0.423
Pd 0.57644 1.53268 -0.38570 3.97 9.52 0.94 0.987
H 1.14763 -1.57282 0.69956 -0.64 -0.34 -0.82 0.066
H 0.33391 -1.27839 -1.11710 -0.06 -0.49 1.07 0.066
```
Forces are in eV/Å.

=====

Q: Which ΔE to the lowest compared entry with this formula, charge and spin values were calculated for the entries above? A: 1.792, 1.965, 2.064, 1.457, 7.894, 4.601, 1.967, 4.821, 1.734, 5.916, 8.087, 0.346, in eV.
Q: Which energy values were calculated for the entries above? A: -27869.8138, -27869.6410, -8246.5325, -8247.1398, -8240.7026, -8243.9963, -8246.6298, -19079.6235, -19082.7104, -19078.5290, -19076.3579, -13769.7178, in eV.